(1)
Computed, not measured: a structure of composition CH2BrClN2O in a non-equilibrium geometry, with ωB97M-V/def2-TZVPD.

The geometry in XYZ format:
```
8
Properties=species:S:1:pos:R:3:forces:R:3:mulliken_charge:R:1
C -1.22760 0.52658 -0.94413 -0.869 0.611 -0.826 0.7023
N -0.09076 0.51884 -0.42421 1.594 -0.972 0.984 -0.2848
N -0.38225 -0.94978 -2.90887 -0.971 -0.318 1.345 -0.4472
O -2.28254 0.80804 -1.28003 -0.401 -0.233 0.280 -0.2460
Cl 1.08251 -1.50480 -2.07095 0.236 0.318 -0.375 -0.1601
Br -0.22738 0.75214 -3.66174 0.740 0.577 -0.820 -0.0777
H 0.50427 -0.30831 -0.91588 0.278 0.810 0.913 0.2588
H 0.17822 1.01019 0.46729 -0.606 -0.794 -1.501 0.2547
```
Positions in Å, forces in eV/Å.

Calculated values
**Strongest force on any atom**: 0.0410 Eh/bohr
**Orbital gap (spin up / spin down)**: 7.52 / 7.52 eV
**Charge**: 0
**HOMO (spin up / spin down)**: -7.900 / -7.900 eV

(2)
Computed, not measured: a cluster of 5 separate species, C3H16O5 in total in a non-equilibrium geometry, with ωB97M-V/def2-TZVPD.

The geometry in XYZ format:
```
24
Properties=species:S:1:pos:R:3:forces:R:3:mulliken_charge:R:1
C -1.21861 0.40855 2.45184 0.624 0.527 -0.135 -1.2424
C -2.52587 0.60730 1.69693 0.213 -1.286 0.275 -0.2623
C -2.38482 0.45786 0.17943 0.278 0.220 0.427 -0.2978
O -3.35369 -0.48237 -0.29337 -0.442 0.642 -0.202 -0.5292
H -0.50106 1.23064 2.33905 -0.267 0.136 -0.146 0.2565
H -1.37381 0.32146 3.51883 -0.172 -0.133 0.287 0.3818
H -0.65220 -0.45061 2.10914 -0.182 -0.318 -0.020 0.3545
H -3.02175 1.50377 2.05940 -0.114 0.242 -0.421 0.2971
H -3.17343 -0.23065 1.96499 -0.135 0.060 0.184 0.2368
H -1.41837 0.01824 -0.07276 0.292 0.314 0.162 0.2423
H -2.44257 1.46788 -0.24404 -0.261 -0.312 -0.531 0.2588
H -3.56270 -0.28711 -1.21407 0.087 -0.069 0.144 0.2932
O -1.17850 -5.01601 -4.12774 -0.209 0.067 0.392 -0.6423
H -0.27728 -5.08953 -4.45108 -0.174 -0.040 -0.312 0.3205
H -1.79536 -5.09733 -4.86231 0.384 -0.028 -0.085 0.3218
O 3.31803 3.22689 -1.54013 0.066 0.004 -0.091 -0.6181
H 2.86151 4.04473 -1.75680 -0.050 -0.025 0.044 0.3064
H 2.81079 2.81715 -0.83298 0.046 -0.017 0.004 0.3074
O 4.05968 0.45112 -0.39696 0.167 -0.164 0.027 -0.6083
H 4.88919 0.25500 0.05174 -0.057 0.072 0.109 0.3058
H 4.30402 0.42743 -1.32898 -0.194 0.146 -0.030 0.3104
O 1.90780 -0.22712 1.85581 0.306 0.162 -0.177 -0.5837
H 2.49548 -0.90661 1.51152 -0.068 -0.195 0.031 0.3005
H 2.23352 0.54932 1.38252 -0.138 -0.006 0.065 0.2904
```
Positions in Å, forces in eV/Å.

Calculated values
**Strongest force on any atom**: 0.0259 Eh/bohr
**Orbital gap**: 10.46 eV
**Charge**: 0
**HOMO**: -10.021 eV

(3)
Computed, not measured: a structure of composition C19H21FIrO2S4, with ωB97M-V/def2-TZVPD.

The geometry in XYZ format:
```
48
Properties=species:S:1:pos:R:3:forces:R:3:mulliken_charge:R:1
Ir 0.14990 0.38793 0.91694 -0.065 0.300 -0.815 0.6184
C 2.82143 -0.64680 2.39560 0.029 -0.179 0.118 -0.8620
C 3.03899 0.84902 2.47599 0.029 0.121 0.037 -0.6542
S 2.04034 1.75024 1.23846 0.571 0.396 0.015 -0.0228
C 1.40471 3.13870 2.23491 0.078 -0.148 -0.130 -0.9095
C 0.45870 2.65722 3.30755 -0.054 -0.105 0.018 -0.6742
S -0.75842 1.45942 2.60763 -0.456 0.082 0.193 -0.0103
C -0.78832 0.20012 3.91096 0.055 0.010 0.046 -0.8959
C 0.51717 -0.56426 4.02664 -0.014 -0.026 0.033 -0.6573
S 1.08064 -1.16955 2.39573 0.085 -0.133 0.113 -0.1618
H 3.33446 -1.15279 3.21544 -0.001 0.001 -0.020 0.4761
H 3.20974 -1.06153 1.46392 0.019 0.027 -0.003 0.3959
H 4.08944 1.07103 2.28978 -0.010 0.020 -0.023 0.5553
H 2.80053 1.23161 3.46717 -0.003 -0.001 0.007 0.3470
H 0.91534 3.78799 1.50812 -0.018 -0.020 0.000 0.4102
H 2.25511 3.67134 2.65869 -0.029 0.028 0.016 0.5111
H -0.13537 3.47109 3.72185 0.009 0.019 -0.025 0.5725
H 0.98948 2.17421 4.12644 -0.013 -0.007 0.004 0.3591
H -1.61141 -0.45076 3.61518 0.010 -0.037 0.034 0.4459
H -1.05382 0.68767 4.85058 0.003 -0.001 -0.014 0.5281
H 0.38076 -1.42866 4.67549 0.006 -0.021 -0.052 0.5552
H 1.31458 0.04221 4.45298 -0.055 0.036 0.027 0.3560
F -3.28095 -3.65451 -2.09586 -0.018 -0.035 -0.034 -0.3279
C -2.60072 -2.78062 -1.34892 -0.056 0.019 -0.022 0.3640
C -1.38058 -3.15147 -0.83163 0.022 0.018 0.013 -0.8472
C -0.70403 -2.23816 -0.03197 0.062 0.238 -0.122 -0.2271
C -1.19249 -0.93447 0.17768 -0.386 -0.363 0.347 0.4136
C -2.46165 -0.63058 -0.34287 0.092 0.099 0.169 -0.2413
C -3.16745 -1.53799 -1.10128 -0.008 -0.084 -0.030 -0.7327
H -0.98676 -4.13779 -1.03355 0.002 -0.009 0.010 0.4858
H 0.24396 -2.54849 0.39005 -0.045 -0.081 -0.029 0.2884
H -2.88637 0.34719 -0.15419 -0.028 0.006 -0.040 0.4197
H -4.14171 -1.31140 -1.51232 -0.009 0.021 0.007 0.4574
O 0.90791 -1.28010 -6.30075 -0.038 0.055 0.043 -0.4642
C -0.30369 -1.00354 -5.76726 0.092 -0.123 -0.007 0.6090
O -1.30172 -1.39301 -6.29700 -0.032 0.040 -0.006 -0.5250
C -0.31743 -0.22125 -4.48846 0.152 0.019 0.068 0.5959
C 0.73877 -0.23005 -3.58041 -0.093 -0.087 -0.203 -0.9672
C 0.64624 0.48218 -2.39744 0.198 -0.039 0.322 -0.1374
C -0.50902 1.19129 -2.09127 -0.193 0.308 0.134 0.4349
S -0.70142 2.06836 -0.55482 0.270 -0.436 -0.027 -0.3406
C -1.55782 1.21106 -3.00706 -0.099 -0.012 -0.100 -0.7433
C -1.46442 0.50738 -4.19340 -0.012 0.050 0.071 -0.7116
H 1.59950 -0.78220 -5.84942 0.001 -0.006 -0.025 0.3132
H 1.63110 -0.81307 -3.77447 0.016 -0.008 0.010 0.3351
H 1.48147 0.48040 -1.69642 -0.072 0.043 -0.148 0.3621
H -2.46034 1.76078 -2.77409 0.006 0.005 0.016 0.4513
H -2.28436 0.49462 -4.89892 0.002 0.001 0.001 0.4524
```
Positions in Å, forces in eV/Å.

Calculated values
**Strongest force on any atom**: 0.0169 Eh/bohr
**Orbital gap**: 6.16 eV
**Charge**: +1
**HOMO**: -10.799 eV

(4)
Computed, not measured: a cluster of 13 separate species, C21H68O13 in total in a non-equilibrium geometry, with ωB97M-V/def2-TZVPD.

The geometry in XYZ format:
```
102
Properties=species:S:1:pos:R:3:forces:R:3:mulliken_charge:R:1
C 6.34648 -1.99826 -2.02221 0.177 -0.159 -0.200 -0.5451
O 5.54483 -2.95702 -1.30753 0.743 0.856 -0.141 -0.4755
H 6.82445 -2.51426 -2.85491 -0.280 0.284 -0.495 0.2507
H 5.75720 -1.13447 -2.32995 -0.309 -0.437 -0.195 0.2148
H 7.18750 -1.56008 -1.48484 -0.053 -0.198 0.757 0.2664
H 6.17883 -3.65683 -1.13464 -0.286 -0.341 0.270 0.2872
C 1.44745 7.29809 3.81833 0.789 0.874 -1.848 -0.4336
O 2.39921 6.59444 4.49239 1.436 -2.512 2.762 -0.5110
H 1.41988 6.78741 2.85576 -1.012 0.709 -0.533 0.1731
H 0.46213 7.36762 4.27921 0.275 -0.151 0.252 0.2054
H 1.99320 8.23907 3.74900 -1.372 1.041 -0.770 0.2407
H 3.00871 6.18596 3.87332 -0.083 0.007 0.117 0.3236
C -1.56743 8.02600 -2.13707 -0.911 1.829 -1.002 -0.6073
O -1.12092 6.73295 -2.35898 0.432 -0.727 0.494 -0.4517
H -1.49087 8.60432 -3.05782 0.239 0.236 -0.327 0.2709
H -2.63457 8.10137 -1.92816 -0.135 -0.314 0.536 0.2581
H -1.03291 8.63549 -1.40843 0.308 -0.794 0.330 0.2412
H -1.79475 6.31172 -2.89760 0.094 -0.279 -0.041 0.2853
C 4.08567 -4.49401 4.92646 -0.414 0.134 -0.329 -0.9331
C 5.15931 -4.51298 6.01828 -0.317 -1.261 -1.340 -0.2039
O 4.66549 -5.28510 7.08456 -0.398 0.252 1.418 -0.5235
H 3.69721 -5.48374 4.68639 0.559 -0.383 0.058 0.2768
H 4.39475 -4.04690 3.98165 0.185 0.160 0.068 0.3090
H 3.16036 -4.01152 5.24128 0.234 0.516 0.302 0.2743
H 5.48222 -3.50942 6.29524 -0.204 -0.141 0.417 0.2565
H 6.02181 -5.09556 5.69454 0.419 0.639 -0.648 0.2338
H 4.90361 -6.20079 6.92206 -0.066 0.085 0.051 0.3104
C 0.06874 -2.89722 -7.42645 -0.360 -0.957 0.386 -1.0116
C 0.92642 -2.27701 -6.35299 -1.348 2.411 -0.345 -0.1507
O 2.26366 -2.56700 -6.45157 1.774 -1.341 -0.198 -0.5174
H 0.03565 -3.94632 -7.13253 -0.170 -0.340 -0.758 0.2560
H 0.34305 -2.75577 -8.47184 0.725 -0.097 0.238 0.3088
H -0.95901 -2.53440 -7.41290 -0.024 0.168 0.524 0.3162
H 0.52948 -2.48515 -5.35940 -0.172 -0.301 0.026 0.2824
H 0.87807 -1.19606 -6.48454 -0.504 0.477 0.218 0.2097
H 2.66694 -2.46498 -5.58637 0.078 -0.024 -0.077 0.3070
C -5.90845 -4.29319 6.16741 1.333 0.700 -0.600 -0.8169
C -6.03206 -4.23601 4.64437 -0.428 0.585 0.374 -0.2953
O -6.59884 -2.93229 4.34090 -0.565 -1.030 -0.290 -0.5205
H -5.49137 -5.23628 6.52058 -0.103 0.075 0.172 0.3094
H -6.80439 -3.97933 6.70302 -0.317 -0.533 -0.414 0.2748
H -5.22074 -3.47122 6.36617 0.434 -0.185 0.612 0.2120
H -6.57152 -5.13056 4.33313 -0.929 0.666 -0.549 0.2810
H -5.14109 -4.23751 4.01646 0.685 -0.546 0.774 0.2572
H -5.85110 -2.34470 4.47217 -0.095 0.292 -0.085 0.2982
C -2.60010 3.11294 4.84384 -0.419 -0.117 0.701 -0.8162
C -3.69837 2.08665 4.71949 -1.301 0.318 -1.332 -0.3303
O -3.25309 0.76937 4.70244 1.117 -0.985 0.272 -0.4984
H -2.06705 3.40453 3.93889 -0.161 -0.318 -0.038 0.2222
H -1.91805 2.64613 5.55447 0.464 0.554 0.132 0.2629
H -3.06755 3.99035 5.29077 0.386 0.234 0.045 0.2958
H -4.24875 2.18459 3.78376 -0.257 0.372 0.092 0.2934
H -4.39857 2.08828 5.55485 -0.251 0.982 0.048 0.2862
H -2.87869 0.74106 5.58597 0.433 -1.064 0.058 0.2861
C -5.63841 -2.14116 -4.35310 -0.126 0.009 1.564 -0.8934
C -5.14874 -1.89014 -2.90707 -0.462 -0.773 -0.266 -0.2338
O -4.44721 -0.69218 -2.94824 1.546 1.000 -0.104 -0.4843
H -4.71620 -2.47890 -4.82593 -0.323 0.262 -0.623 0.2059
H -6.02805 -1.19690 -4.73344 0.137 -0.168 -0.304 0.2610
H -6.39819 -2.91935 -4.42566 0.043 0.011 0.015 0.3180
H -4.48151 -2.71794 -2.66696 0.127 -0.205 0.175 0.2220
H -5.78319 -1.74313 -2.03302 -1.205 -0.760 -0.490 0.3274
H -3.81328 -0.78935 -2.23390 0.307 0.663 0.040 0.2773
C 0.92271 -6.19911 -0.95999 0.073 0.814 -1.228 -0.8996
C -0.41124 -6.78900 -1.24599 -0.884 -0.338 1.322 -0.2546
O -0.41317 -7.47356 -2.44416 -0.108 -0.681 -1.505 -0.5191
H 0.90089 -5.59543 -0.05269 0.528 -0.228 0.004 0.2976
H 1.02373 -5.56865 -1.84341 0.427 0.721 0.227 0.2461
H 1.74386 -6.89582 -1.12853 0.012 -0.241 0.912 0.3162
H -1.15583 -5.99709 -1.32695 -0.033 0.051 -0.016 0.2358
H -0.76290 -7.46464 -0.46628 -0.045 -0.009 0.418 0.2757
H 0.09035 -8.28191 -2.32313 0.030 -0.079 -0.136 0.3029
C 5.92295 1.96612 2.87631 -0.877 -2.028 1.111 -0.9145
C 6.63091 3.18029 2.49517 -0.795 1.833 -1.179 -0.1692
O 5.56473 4.10505 2.09825 0.660 0.534 0.592 -0.5040
H 6.57347 1.13844 3.15891 0.126 -0.194 -0.377 0.3317
H 5.18722 1.68142 2.12414 0.471 -0.292 -0.428 0.2301
H 5.26821 2.07311 3.74116 0.202 0.600 0.283 0.2759
H 7.31326 3.05165 1.65496 0.061 -0.204 -0.036 0.2415
H 7.20338 3.65243 3.29359 -0.204 0.027 0.083 0.2273
H 5.37660 4.07776 1.15726 0.306 -0.233 -0.051 0.2822
C -2.34454 3.50736 -6.68590 0.198 0.876 -1.548 -0.9048
C -3.74961 3.79829 -6.17996 0.923 -1.428 -0.014 -0.2581
O -3.64856 3.70457 -4.78087 -0.727 0.430 1.092 -0.5054
H -1.99420 2.47664 -6.63130 -0.428 -0.109 0.386 0.2863
H -1.60046 4.13931 -6.20105 -0.159 0.030 0.220 0.2401
H -2.29086 3.76590 -7.74343 0.103 -0.028 -0.282 0.3221
H -4.41817 2.99786 -6.49687 -0.253 0.129 -0.477 0.2319
H -4.18113 4.74584 -6.50252 0.324 0.108 0.243 0.2979
H -3.64725 2.76086 -4.60477 0.032 0.002 0.423 0.2920
C 0.70619 1.38563 -0.17275 -0.301 1.655 -0.097 -0.9383
C 0.35390 -0.03053 0.16847 0.854 -0.159 0.107 -0.2268
O -1.02917 -0.22521 0.45754 0.510 -0.149 -0.369 -0.4778
H 1.74652 1.58923 -0.42643 0.199 -0.554 0.085 0.3285
H 0.48788 2.05999 0.65531 0.021 -0.105 0.378 0.2419
H 0.13933 1.85001 -0.97967 -0.264 -0.529 -0.299 0.2747
H 0.99992 -0.32266 0.99637 -0.232 -0.073 0.505 0.2340
H 0.72186 -0.69999 -0.60904 -0.763 -0.144 -0.367 0.2841
H -1.16650 -0.01828 1.38486 -0.063 0.050 0.055 0.2792
O 3.28790 6.44062 -1.68924 0.248 -0.146 0.054 -0.6292
H 3.17368 7.37386 -1.50968 -0.003 0.230 0.050 0.3089
H 2.42709 6.14641 -1.98703 -0.286 -0.102 -0.093 0.3212
```
Positions in Å, forces in eV/Å.

Calculated values
**Strongest force on any atom**: 0.0778 Eh/bohr
**Orbital gap**: 9.96 eV
**Charge**: 0
**HOMO**: -9.852 eV

(5)
Computed, not measured: a cluster of 2 separate species, C2H4O2S2 in total in a non-equilibrium geometry, with ωB97M-V/def2-TZVPD.

The geometry in XYZ format:
```
10
Properties=species:S:1:pos:R:3:forces:R:3:mulliken_charge:R:1
C -0.20368 -1.26340 0.47077 -0.222 -0.284 -0.076 -0.0161
C 0.57131 1.67443 -0.87707 0.307 -0.829 -0.472 0.1906
O 1.22421 1.90407 0.26376 0.182 0.322 0.592 -0.4334
O -0.44231 2.22170 -1.16766 -0.268 0.319 0.066 -0.4508
S -1.67639 -0.90318 1.21796 0.541 -0.212 -0.313 -0.1056
S -0.00834 -2.75880 -0.26721 0.163 0.491 0.162 -0.1266
H 1.05185 0.91385 -1.52278 -0.026 0.152 0.124 0.3162
H 1.97838 1.30947 0.38875 -0.270 -0.019 -0.250 0.3623
H -1.32607 0.33069 1.59762 -0.111 0.186 0.095 0.1613
H -1.16896 -3.42883 -0.10414 -0.297 -0.126 0.072 0.1021
```
Positions in Å, forces in eV/Å.

Calculated values
**Strongest force on any atom**: 0.0195 Eh/bohr
**Orbital gap**: 9.08 eV
**Charge**: 0
**HOMO**: -9.246 eV